# 1
Below is a molecular structure, C8H9N2O5STb, with properties calculated with ωB97M-V/def2-TZVPD.

Relative energy (zero: lowest compared OMol25 entry of this formula, charge and spin) = 2.124 eV
HOMO energy (spin up / spin down) = -14.2980 / -15.1043 eV
Multiplicity = 7
Orbital gap (spin up / spin down) = 4.61 / 5.60 eV
Total charge = +2

Last column: Löwdin spin population.
CARTESIAN COORDINATES (ANGSTROEM)
Tb 0.19373 -0.39292 0.16652  6.21
S 0.86999 -2.37762 1.35137  -0.02
O 2.14025 1.89037 1.73623  0.00
O -0.49097 2.50501 -2.04913  0.03
O 1.45483 -1.12364 -2.44887  -0.08
O -1.97270 -1.91963 -1.89598  0.00
O -2.46465 0.67567 2.07303  0.04
N -1.57579 -2.30698 2.65521  0.01
N 0.41368 -1.95766 3.97052  0.00
C -1.61925 0.47008 1.33475  0.04
C -0.32876 1.60211 -1.32929  0.02
C 1.73611 -0.47395 -1.54400  -0.20
C -1.28654 -1.25745 -1.25160  -0.01
C -0.20722 -2.14590 2.75594  0.01
C -2.60084 -2.25365 3.66181  0.00
C 1.37767 1.23160 1.14264  -0.02
C -0.08206 -2.08899 5.30812  0.00
H 2.68706 -0.01290 -1.03126  -0.05
H -3.57630 -2.40412 3.19977  0.00
H -1.88713 -2.46068 1.67144  0.00
H 0.73719 -1.96885 6.01320  0.00
H -2.58177 -1.26872 4.14027  0.00
H -0.81430 -1.30039 5.47785  0.00
H -2.42183 -3.05760 4.37908  0.00
H 1.44330 -1.84839 3.84300  0.00
H -0.51705 -3.08406 5.44178  0.00



# 2
Below is 10 unconnected molecules or ions with the total composition H18O10, with properties calculated with ωB97M-V/def2-TZVPD.

HOMO energy = -2.6062 eV
Orbital gap = 8.43 eV
Total charge = -2

Last column: natural (NBO) charge in e.
CARTESIAN COORDINATES (ANGSTROEM)
O 1.09709 -1.34622 1.85119  -1.03
O -2.10215 -1.21354 1.41903  -1.01
O 0.37307 2.52834 2.76374  -0.99
O -0.51728 3.05970 -0.93322  -1.03
O -0.27366 0.80391 0.62060  -1.29
O 1.86856 1.08018 -1.25953  -1.04
O -2.87422 1.93102 0.88487  -0.99
O 2.22818 -1.72273 -1.22165  -1.02
O 0.44497 -2.98811 -0.20794  -1.26
O -0.65723 -1.56138 -2.32860  -0.99
H 0.55017 3.28990 2.20648  0.45
H 1.38947 -1.99312 -0.75939  0.50
H -2.97017 2.56101 0.16579  0.45
H 1.09553 1.08747 -0.65089  0.49
H 0.67897 -0.54261 1.45710  0.49
H -1.96886 1.55478 0.74998  0.51
H -1.59731 -0.36273 1.41341  0.50
H 0.94497 -2.07623 1.20590  0.50
H 2.35770 -2.40287 -1.88666  0.44
H -0.32103 -1.93020 -1.46573  0.50
H 0.09567 1.83421 2.12698  0.52
H -0.45098 2.20597 -0.40996  0.51
H 0.32387 3.11182 -1.39714  0.47
H 0.04061 -3.54098 -0.87836  0.43
H 1.97332 0.12828 -1.46556  0.50
H -1.51574 -1.84760 0.96676  0.48
H 0.05443 -1.73364 -2.95059  0.45
H -0.26795 0.08534 -0.01659  0.46



# 3
Below is a molecular structure, C28H27AlN19O, with properties calculated with ωB97M-V/def2-TZVPD.

HOMO energy = -10.9620 eV
Orbital gap = 8.37 eV
Total charge = +1

Last column: Mulliken charge in e.
CARTESIAN COORDINATES (ANGSTROEM)
Al 0.17780 0.07780 0.55240  -0.25
O 4.06860 4.51260 1.50300  -0.25
N -0.59190 -3.72750 -0.53800  -0.52
N 2.13440 0.06230 0.19420  0.27
N 4.14270 -0.77830 0.57270  -0.93
N -0.05170 -0.07770 4.83760  -0.03
N -0.64450 3.99740 0.32610  1.07
N 0.06920 -1.70380 0.01370  0.67
N 4.81140 6.11030 2.81090  -0.47
N 4.18270 -0.00420 -0.51220  0.76
N -0.39100 3.86190 -0.97380  -0.96
N 0.27110 0.14620 2.44050  -0.67
N 0.71890 -3.70620 -0.36190  -0.67
N -3.80440 -0.23580 -0.07000  -0.50
N -3.64750 1.01380 0.32490  -0.71
N -2.43440 1.27970 0.57250  -0.25
N -1.68440 0.16430 0.33960  0.56
N 5.85100 5.34340 2.47690  -0.49
N 1.13320 -2.55660 -0.04340  -0.28
N -2.27480 -2.04690 -0.36690  -0.06
N 0.18920 2.01170 0.08990  0.78
C -0.31100 2.88120 0.96200  -0.96
C 7.53270 1.17550 0.01860  -0.79
C 2.97200 0.49850 -0.74090  -0.09
C -0.19670 7.03760 2.44370  -0.92
C 0.80730 7.69460 3.13680  -0.67
C 2.90780 -0.74130 0.97220  -0.74
C 1.82840 -0.52910 6.36580  -0.55
C 5.41020 4.40010 1.69950  0.70
C 5.44330 0.32890 -1.13230  -1.03
C 0.96910 0.54830 5.67440  -0.64
C 2.11130 7.24220 3.07360  -0.91
C -2.59360 -0.76550 -0.06070  0.52
C 1.26740 -1.92870 6.10630  -0.66
C 7.51470 3.14460 1.39730  -0.90
C 0.08070 -0.01800 3.57980  1.04
C 8.19310 2.08000 0.83720  -0.77
C 0.09530 2.66210 -1.09910  -0.58
C 5.51130 2.42440 0.25680  -0.08
C 6.18460 1.33660 -0.27400  0.92
C -0.98730 -0.97410 5.50670  -0.71
C 0.08330 5.91380 1.67140  0.83
C -0.22620 -1.95090 6.42310  -0.47
C 2.40390 6.11400 2.31060  -0.25
C 3.75820 5.61710 2.23140  0.60
C 1.38960 5.45740 1.61300  -0.08
C -0.99620 -2.49280 -0.30980  0.53
C 6.16230 3.31820 1.10460  -0.17
C -1.05140 5.24760 0.90760  -1.13
H 5.25000 0.72510 -2.13310  0.26
H 2.53320 -1.27970 1.81810  0.73
H 0.40240 2.24240 -2.03540  0.52
H 1.58410 1.19540 5.04510  0.34
H 1.82420 -0.34180 7.43980  0.32
H 6.03480 -0.58400 -1.21940  0.45
H -0.37460 -1.66670 7.46560  0.32
H -0.62190 -2.95700 6.28850  0.36
H -1.90360 5.08480 1.57710  0.48
H 2.71420 1.13800 -1.56210  0.46
H 0.56540 8.56610 3.72440  0.42
H 1.66410 4.59620 1.02210  0.86
H 0.44980 1.17280 6.40660  0.32
H 8.00400 3.83980 2.05910  0.56
H -1.20830 7.40480 2.49700  0.49
H -1.55790 -1.51560 4.75160  0.36
H -1.37720 5.89790 0.08920  0.39
H 8.07320 0.33750 -0.38740  0.43
H -0.40250 2.72510 2.01830  0.66
H 1.42840 -2.21480 5.06580  0.18
H -1.68200 -0.36000 6.08610  0.31
H 2.86000 -0.47710 6.01540  0.35
H 1.79190 -2.65170 6.72980  0.42
H 2.90760 7.74410 3.59540  0.56
H 9.23990 1.93550 1.05220  0.42
H 4.46690 2.59610 0.03760  0.65
H -3.00250 -2.68140 -0.66360  0.25



# 4
Below is a single C10H23NO2 molecule, with properties calculated with ωB97M-V/def2-TZVPD.

Relative energy (zero: lowest compared OMol25 entry of this formula, charge and spin) = 10.983 eV
HOMO energy = -8.8984 eV
Orbital gap = 9.75 eV

Last column: natural (NBO) charge in e.
CARTESIAN COORDINATES (ANGSTROEM)
O 1.24039 0.49244 1.14827  -0.81
O -1.68824 2.62123 -0.90433  -0.67
N -1.38293 -0.18861 -0.05802  -0.67
C -1.40958 -1.68842 0.10008  -0.02
C 1.09875 -2.17887 -0.13878  -0.35
C -2.21121 0.82924 0.51404  -0.22
C -2.78455 -2.09121 0.09614  -0.59
C 3.53747 -0.09864 0.67873  -0.62
C 2.08988 0.30281 -0.05369  0.27
C 1.58011 -0.83668 -0.84075  -0.44
C -1.76877 2.28246 0.35822  -0.05
C 2.23948 1.70526 -0.59414  -0.63
C -0.46886 -2.37190 -0.39432  -0.40
H -2.70303 -3.04946 0.26728  0.21
H 3.37014 -0.91552 1.15816  0.19
H 1.11550 -1.88897 0.75964  0.22
H 2.40173 -1.02322 -1.47111  0.21
H -1.62178 -0.13289 -0.93557  0.33
H -2.94859 -2.02100 -1.04518  0.17
H 0.93669 -0.23792 -1.60404  0.20
H -0.60188 -3.51547 -0.29533  0.24
H -0.81836 2.47032 0.78123  0.16
H -2.10007 0.64389 1.73423  0.18
H 0.32566 0.50065 0.65752  0.49
H 4.24901 -0.39221 -0.05988  0.20
H -3.52591 -1.59553 0.57356  0.22
H 3.66544 0.58201 1.54107  0.23
H -2.38089 2.74582 0.86054  0.16
H -1.16516 -1.37223 1.36132  0.16
H -1.08589 2.39300 -1.33885  0.44
H -3.25315 0.72628 0.19949  0.17
H 2.73926 2.49231 -0.02910  0.24
H -0.60275 -2.29106 -1.58958  0.18
H 1.69977 -2.84760 -0.42530  0.20
H 1.41707 2.13660 -1.41270  0.19
H 3.00235 1.50314 -1.38554  0.20